No. 1
DFT (ωB97M-V with the def2-TZVPD basis set) results for C2H2F3NO in the gas phase at a distorted geometry.

- DFT total energy (eV) = -13791.5519
- strongest force on any atom (hartree/bohr) = 0.0970
- lowest unoccupied orbital energy (alpha / beta) (eV) = 1.05 / -1.69
- relative energy (zero: lowest compared OMol25 entry of this formula, charge and spin) (eV) = 0.8434
- net charge = 0
- spin multiplicity = 3

```
9
C2H2F3NO ωB97M-V with the def2-TZVPD basis set
C -0.6213 0.3994 0.3398
C 0.6033 -0.3674 -0.8751
N -0.1963 0.5112 1.8044
O 0.1366 -0.5576 2.2690
F -0.8028 1.6357 -0.1828
F 1.2518 0.6521 -1.4133
F -0.3209 -0.9381 -1.6562
H -1.3720 -0.3053 0.1355
H 1.3215 -1.0299 -0.4213
```

Results of the Löwdin charge analysis, in e, for atoms 1 through 2:
1. C -0.174
2. C -0.275


No. 2
DFT (ωB97M-V with the def2-TZVPD basis set) results for C23H55LiN8O8 as an isolated structure at a distorted geometry.

- DFT total energy (eV) = -53228.7520
- strongest force on any atom (hartree/bohr) = 0.1778
- lowest unoccupied orbital energy (eV) = -0.88
- relative energy (zero: lowest compared OMol25 entry of this formula, charge and spin) (eV) = 14.0245
- net charge = 0

```
95
C23H55LiN8O8 ωB97M-V with the def2-TZVPD basis set
Li 0.8083 1.3826 1.9996
C -0.3517 -0.5893 -0.1508
C 0.0686 0.3708 0.9023
O 0.5376 1.4845 0.5176
O 0.0361 0.0580 2.0849
H -1.1510 -0.1531 -0.7499
H -0.9062 -1.4354 0.2551
H 0.4098 -1.1314 -0.7114
C 1.4720 -1.6707 3.7576
O 2.2534 -2.1788 4.4915
N 1.6608 -1.5205 2.4883
N 0.3823 -1.0634 4.0810
H 0.9773 -0.9184 2.0518
H 2.5062 -1.8635 2.0551
H 0.2706 -1.0212 5.0839
H -0.1919 -0.5698 3.4126
C 0.3787 1.5381 -2.8032
O 0.0080 1.5748 -3.9302
N 0.5828 2.5075 -1.8834
N 0.6246 0.4696 -2.2102
H 0.8847 2.1930 -0.9723
H 0.4144 3.4542 -2.1925
H 0.8771 -0.3805 -2.6936
H 0.5392 0.4594 -1.2039
C -2.4288 2.1206 1.3029
O -3.4744 2.7082 1.3534
N -1.4885 2.4900 0.4978
N -2.0963 1.0958 2.0344
H -0.7247 1.8834 0.2356
H -1.5840 3.2594 -0.1494
H -1.2667 0.5362 1.8978
H -2.7696 0.9192 2.7662
C 4.6477 -1.7982 4.0532
C 4.5522 -2.1832 2.4859
C 3.8738 -3.5947 2.4101
C 3.6142 -4.0296 0.9554
C 2.6785 -3.0063 0.2689
C 3.3351 -1.5873 0.3431
N 3.7773 -1.2388 1.6653
O 4.0615 0.0990 1.9011
C 4.4008 -1.4114 -0.6941
C 2.0927 -0.5774 -0.0085
C 6.0294 -2.1952 1.9981
H 5.0677 -0.8043 4.2077
H 5.4096 -2.3882 4.5626
H 3.6979 -1.8197 4.5876
H 4.4354 -4.3759 2.9225
H 2.8945 -3.4566 2.8682
H 3.1511 -5.0162 0.9378
H 4.5064 -4.0444 0.3295
H 1.6541 -2.9804 0.6402
H 2.4066 -3.2952 -0.7464
H 5.0731 -0.5849 -0.4638
H 5.0571 -2.2773 -0.7808
H 4.1280 -1.1327 -1.7119
H 2.0956 -0.4370 -1.0894
H 1.0774 -0.8668 0.2629
H 2.1281 0.3577 0.5504
H 6.5567 -1.2762 2.2538
H 6.1601 -2.2193 0.9163
H 6.5708 -3.0219 2.4580
H 3.2368 0.4610 2.2333
C -1.7997 1.2925 -1.6207
C -2.9062 0.3094 -2.0349
C -3.7921 0.1332 -0.7724
C -4.6724 1.3263 -0.5017
C -5.4659 1.6700 -1.6729
C -4.6838 1.8962 -3.0274
N -3.6332 0.8567 -3.2089
O -2.9824 1.0285 -4.3752
C -5.7166 1.7390 -4.2012
C -4.0942 3.3507 -2.9515
C -2.3085 -1.0271 -2.3747
H -1.1421 1.5024 -2.4643
H -0.9931 0.9903 -0.9528
H -2.2258 2.2680 -1.3865
H -4.4704 -0.6844 -1.0167
H -3.2620 -0.1593 0.1339
H -4.1579 2.2509 -0.2400
H -5.3893 1.0637 0.2762
H -6.0688 2.5380 -1.4062
H -6.2655 0.9426 -1.8128
H -5.3499 2.0415 -5.1821
H -5.9539 0.6790 -4.2926
H -6.6402 2.2430 -3.9165
H -4.4654 4.1154 -3.6338
H -4.1460 3.7701 -1.9468
H -3.0382 3.2376 -3.1968
H -1.9407 -1.3780 -1.4105
H -1.5850 -1.0462 -3.1898
H -3.2300 -1.5731 -2.5768
H -3.2845 0.3099 -4.9355
O 0.3109 2.7537 2.0242
H -0.3470 2.7736 1.3292
H 0.0709 3.4776 2.6027
```

Results of the Löwdin charge analysis, in e, for atoms 1 through 2:
1. Li 0.521
2. C -0.093


No. 3
DFT (ωB97M-V with the def2-TZVPD basis set) results for C4H7BrO in the gas phase.

- DFT total energy (eV) = -76350.4286
- strongest force on any atom (hartree/bohr) = 0.0087
- lowest unoccupied orbital energy (eV) = 0.89
- relative energy (zero: lowest compared OMol25 entry of this formula, charge and spin) (eV) = 0.7969
- net charge = 0

```
13
C4H7BrO ωB97M-V with the def2-TZVPD basis set
C 0.0684 -2.1547 -0.0012
C -0.1385 -0.6782 -0.0071
C 0.8142 0.2429 -0.0049
Br 2.6686 -0.1772 0.0028
O 0.7098 1.5920 -0.0074
C -0.5780 2.1584 0.0050
H -0.3884 -2.5995 -0.8845
H -0.4079 -2.5940 0.8750
H 1.1242 -2.4082 0.0117
H -1.1691 -0.3517 -0.0149
H -0.4245 3.2355 0.0156
H -1.1347 1.8578 0.8983
H -1.1442 1.8768 -0.8884
```

Results of the Löwdin charge analysis, in e, for atoms 1 through 2:
1. C -0.121
2. C -0.198


No. 4
DFT (ωB97M-V with the def2-TZVPD basis set) results for C18H50AsF6O7 as an isolated structure at a distorted geometry.

- DFT total energy (eV) = -110957.8305
- strongest force on any atom (hartree/bohr) = 0.0574
- lowest unoccupied orbital energy (eV) = 2.18
- relative energy (zero: lowest compared OMol25 entry of this formula, charge and spin) (eV) = 1.9920
- net charge = -1

```
82
C18H50AsF6O7 ωB97M-V with the def2-TZVPD basis set
As -0.0583 1.0720 -0.6062
F 1.5406 1.5159 0.1438
F 0.5302 1.6725 -2.2326
F -1.5164 0.4793 -1.4805
F -0.7467 0.4558 0.9135
F -0.7375 2.7429 -0.3247
F 0.7039 -0.5313 -0.9346
C 3.2420 -3.4879 1.1333
C 2.7864 -2.4957 0.0708
O 1.4573 -2.7589 -0.2597
H 2.5349 -3.4284 1.9607
H 4.2678 -3.2850 1.4408
H 3.2641 -4.5246 0.7972
H 3.5017 -2.6317 -0.7403
H 2.9757 -1.5141 0.5053
H 1.1112 -1.9897 -0.7182
C 2.5934 -0.9776 3.9317
C 1.8433 0.1565 3.1904
O 2.6543 0.9220 2.3546
H 3.2182 -0.5462 4.7138
H 3.2368 -1.5114 3.2322
H 1.8074 -1.5956 4.3658
H 1.3275 0.7879 3.9139
H 1.1168 -0.3632 2.5657
H 2.1314 1.2562 1.6221
C 3.4832 0.4643 -2.5195
C 3.4797 -0.7599 -3.4265
O 3.4657 -0.3877 -4.7699
H 3.3858 0.2078 -1.4646
H 2.5604 1.0135 -2.7062
H 4.3804 1.0730 -2.6314
H 2.6259 -1.4135 -3.2481
H 4.3428 -1.4148 -3.3072
H 2.5998 0.0096 -4.8881
C 1.2598 5.8493 -0.9519
C 0.1253 6.0962 0.0726
C -0.3525 7.5339 0.0200
O -0.9206 5.2634 -0.3265
H 1.7345 4.9039 -0.6892
H 2.0974 6.5358 -0.8286
H 0.9282 5.9165 -1.9880
H 0.3964 5.8469 1.0985
H 0.4767 8.2364 0.1041
H -1.0298 7.8380 0.8181
H -0.7944 7.7749 -0.9468
H -0.5127 4.3999 -0.4243
C 0.0491 -0.2348 -6.6723
C -0.4224 0.1588 -5.2603
C -0.9805 -1.0497 -4.5355
O 0.7529 0.6220 -4.6263
H -0.7270 -0.6638 -7.3062
H 0.7688 -1.0385 -6.5170
H 0.4802 0.6114 -7.2073
H -1.1657 0.9555 -5.2875
H -1.9777 -1.2889 -4.9048
H -0.9483 -0.8631 -3.4621
H -0.3706 -1.9505 -4.6036
H 0.5642 1.0584 -3.7923
C -2.6742 -3.1095 4.4348
C -1.4051 -2.2598 4.7956
C -1.5053 -0.8394 4.2119
O -1.3097 -2.1129 6.1996
H -2.7565 -3.1986 3.3516
H -3.6327 -2.6993 4.7526
H -2.5248 -4.1190 4.8176
H -0.4612 -2.6732 4.4403
H -0.6094 -0.2551 4.4214
H -2.3809 -0.3154 4.5953
H -1.6117 -0.8856 3.1281
H -2.1084 -1.6819 6.5124
C -4.9904 -1.8624 2.1346
C -4.6257 -1.8978 0.6117
C -3.1760 -2.3384 0.4198
O -5.4502 -2.7420 -0.1863
H -4.4094 -1.1767 2.7513
H -4.7646 -2.8742 2.4713
H -6.0463 -1.7809 2.3928
H -4.7187 -0.8834 0.2239
H -2.8309 -2.5743 -0.5868
H -2.9507 -3.2445 0.9822
H -2.4859 -1.5727 0.7741
H -5.1121 -3.6269 -0.0303
```

Results of the Löwdin charge analysis, in e, for atoms 1 through 2:
1. As 1.038
2. F -0.258


No. 5
DFT (ωB97M-V with the def2-TZVPD basis set) results for C35H53KO2PSi4Te as an isolated structure at a distorted geometry.

- DFT total energy (eV) = -105671.4557
- strongest force on any atom (hartree/bohr) = 0.0215
- lowest unoccupied orbital energy (eV) = 1.87
- relative energy (zero: lowest compared OMol25 entry of this formula, charge and spin) (eV) = 0.6023
- net charge = -1

```
97
C35H53KO2PSi4Te ωB97M-V with the def2-TZVPD basis set
K -1.7290 1.3519 0.8667
C -3.1527 3.5955 -2.0890
O -3.0498 3.4693 -0.6788
C -4.2275 3.8618 -0.0069
C -3.9587 3.8430 1.4777
O -3.7295 2.5365 1.9777
C -4.8976 1.8402 2.3780
H -3.3001 4.6443 -2.3689
H -3.9896 3.0008 -2.4719
H -2.2281 3.2199 -2.5222
H -5.0553 3.1885 -0.2682
H -4.5173 4.8792 -0.3018
H -4.7885 4.3189 2.0102
H -3.0468 4.4117 1.6698
H -5.4162 2.3889 3.1691
H -4.5738 0.8766 2.7688
H -5.5862 1.6836 1.5411
C 1.2254 -3.2954 1.5141
C 0.6502 -2.2721 0.7737
C -0.1063 -1.3017 1.4082
C -0.3400 -1.3412 2.7840
C 0.2597 -2.3622 3.5161
C 1.0360 -3.3310 2.8902
P -1.4535 -0.0924 3.5848
C -2.4768 -1.3370 4.6097
C -3.1296 -0.8958 5.7676
C -4.1050 -1.6615 6.3997
C -4.4693 -2.8974 5.8807
C -3.8445 -3.3513 4.7257
C -2.8675 -2.5822 4.1045
C -0.3745 0.5909 4.9265
C -0.1112 0.3577 6.2459
C 0.8475 1.1865 6.8994
C 1.5024 2.2062 6.2543
C 1.2531 2.4614 4.8767
C 1.8441 3.4696 4.0582
C 1.5046 3.5481 2.7296
C 0.5890 2.6236 2.1361
C -0.0045 1.6366 2.8785
C 0.3350 1.6151 4.2458
H 1.8260 -4.0517 1.0219
H 0.8014 -2.1995 -0.2963
H -0.5163 -0.5144 0.7967
H 0.1038 -2.4046 4.5888
H 1.4945 -4.1162 3.4800
H -2.8770 0.0770 6.1772
H -4.5826 -1.2899 7.2996
H -5.2269 -3.4985 6.3691
H -4.1185 -4.3125 4.3061
H -2.3908 -2.9641 3.2074
H -0.6103 -0.4266 6.8042
H 1.0644 1.0021 7.9465
H 2.2190 2.8149 6.7958
H 2.5520 4.1720 4.4852
H 1.9482 4.3282 2.1165
H 0.3850 2.7255 1.0646
C 1.9138 -3.2261 -5.4787
Si 0.9274 -2.6959 -3.9598
C 1.3838 -3.9469 -2.6253
C -0.8855 -2.9293 -4.3517
Si 1.3648 -0.4573 -3.4050
Te -0.5265 0.7247 -2.3938
Si 1.6668 0.6288 -5.4583
C 0.2035 0.2333 -6.5676
C 3.2371 0.1990 -6.4148
C 1.6900 2.4884 -5.2172
Si 3.4508 -0.3622 -2.3677
C 4.1387 1.3808 -2.4885
C 3.5465 -0.8534 -0.5646
C 4.6261 -1.5192 -3.2839
H 1.6797 -4.2639 -5.7381
H 2.9911 -3.1574 -5.2909
H 1.6907 -2.5995 -6.3472
H 1.3771 -4.9554 -3.0544
H 0.6765 -3.9320 -1.7928
H 2.3838 -3.7610 -2.2172
H -1.0800 -3.9566 -4.6781
H -1.2053 -2.2432 -5.1432
H -1.4993 -2.7120 -3.4726
H 0.2037 -0.8166 -6.8788
H 0.2204 0.8567 -7.4679
H -0.7330 0.4204 -6.0305
H 3.3437 -0.8792 -6.5675
H 4.1267 0.5466 -5.8792
H 3.2253 0.6822 -7.3973
H 0.8813 2.7972 -4.5469
H 1.5654 2.9989 -6.1784
H 2.6341 2.8182 -4.7721
H 3.4310 2.1008 -2.0638
H 4.3241 1.6734 -3.5272
H 5.0809 1.4566 -1.9363
H 2.8578 -0.2810 0.0631
H 4.5667 -0.6713 -0.2102
H 3.3186 -1.9139 -0.4163
H 4.6096 -1.3557 -4.3653
H 4.3478 -2.5637 -3.1059
H 5.6542 -1.3805 -2.9331
```

Results of the Löwdin charge analysis, in e, for atoms 1 through 2:
1. K 0.549
2. C -0.109